# C48H40O30

A cluster of 9 separate species, C48H40O30 in total at a distorted geometry (ωB97M-V with the def2-TZVPD basis set, OMol25).

```
118
Properties=species:S:1:pos:R:3:forces:R:3
O -0.225 5.391 5.025 0.8 -0.3 -0.4
C 0.940 5.764 4.992 -0.6 1.6 2.0
C 1.456 6.724 5.974 6.3 2.1 0.6
C 2.921 7.157 6.063 -5.5 -0.2 1.8
O 3.445 8.023 7.019 -2.1 -1.4 -1.6
C 3.883 6.670 5.105 0.5 -0.6 -2.1
O 5.043 7.040 5.093 -0.7 -0.4 0.2
C 3.335 5.759 4.028 -7.7 0.6 3.9
C 1.916 5.322 4.031 6.3 0.0 -3.6
O 1.440 4.476 3.011 -0.2 0.0 3.8
H 0.825 7.194 6.694 -0.7 0.0 0.3
H 2.649 8.349 7.479 0.6 0.1 0.2
H 4.089 5.346 3.546 2.8 -2.0 -3.0
H 0.805 3.959 3.617 0.4 0.6 -2.1
O -4.408 -0.768 -0.263 0.9 0.7 -0.3
C -5.503 -1.171 -0.580 -0.8 -1.2 1.7
C -6.230 -2.079 0.323 -6.2 -2.5 -2.9
C -7.656 -2.714 -0.090 7.8 1.4 6.0
O -8.218 -3.553 0.823 -5.9 3.4 -7.6
C -8.306 -2.203 -1.233 -3.5 0.7 -3.0
O -9.496 -2.468 -1.524 2.4 0.2 0.9
C -7.570 -1.240 -2.055 6.2 2.7 0.8
C -6.198 -0.717 -1.778 -4.7 -0.6 -2.0
O -5.588 0.269 -2.531 -3.9 -3.0 -0.9
H -5.813 -2.321 1.278 0.3 -0.2 0.3
H -7.653 -3.824 1.402 5.8 -2.5 5.6
H -7.961 -0.705 -2.885 -1.0 -0.2 -0.6
H -4.943 0.658 -2.015 2.7 1.2 1.9
O 2.972 -2.926 -1.303 -2.2 0.1 0.4
C 4.114 -2.590 -1.161 0.3 1.0 1.2
C 4.577 -1.568 -0.212 8.3 1.0 -3.8
C 6.050 -1.159 -0.155 -5.1 -1.2 1.8
O 6.557 -0.514 0.976 -1.5 -0.9 -2.2
C 6.996 -1.741 -1.162 2.6 -0.8 -1.3
O 8.179 -1.374 -1.341 -3.2 -0.5 0.8
C 6.484 -2.950 -1.921 -3.3 -2.5 -0.9
C 5.059 -3.384 -1.893 5.8 0.3 -2.0
O 4.536 -4.395 -2.638 1.7 0.8 0.5
H 4.205 -1.540 0.693 -2.9 0.6 4.3
H 5.780 -0.284 1.541 0.8 -0.2 -0.5
H 7.247 -3.594 -2.538 -1.6 1.7 1.3
H 3.593 -4.542 -2.455 0.0 0.6 0.4
O 5.316 -2.493 -7.404 3.0 -2.0 -3.9
C 4.466 -2.229 -6.655 -3.0 1.6 3.1
C 4.754 -1.402 -5.535 -2.1 3.1 5.9
C 3.679 -0.958 -4.525 9.6 -0.6 -2.4
O 4.092 -0.220 -3.413 1.5 -1.2 -0.9
C 2.352 -1.404 -4.640 -3.9 0.5 0.1
O 1.500 -0.905 -3.885 0.9 -1.0 -0.9
C 1.999 -2.327 -5.733 3.3 -1.2 -4.1
C 3.049 -2.671 -6.787 -5.5 -1.1 2.0
O 2.747 -3.502 -7.886 3.5 0.7 1.5
H 5.879 -1.139 -5.356 -2.4 -0.3 -0.3
H 5.136 -0.259 -3.279 -3.3 0.0 -0.9
H 0.922 -2.608 -5.819 1.2 0.1 -0.1
H 3.696 -3.848 -8.226 -2.8 1.3 0.9
O -4.335 -0.357 8.154 0.1 -1.4 -1.9
C -4.358 -0.665 6.940 0.5 1.7 0.7
C -4.995 0.154 5.988 -1.1 1.1 -6.5
C -4.761 0.064 4.395 -2.4 2.9 6.0
O -5.133 0.957 3.458 -1.1 0.8 3.1
C -4.088 -1.053 3.857 3.1 -4.4 0.7
O -3.922 -1.309 2.672 -0.7 0.9 0.0
C -3.474 -2.024 4.820 -3.4 5.8 8.0
C -3.591 -1.770 6.368 1.9 -3.7 -5.5
O -3.032 -2.558 7.338 0.0 -1.0 -5.1
H -5.780 0.770 6.450 0.6 0.4 -0.8
H -5.588 1.687 3.998 0.8 -1.1 -1.5
H -3.077 -2.820 4.407 2.3 -3.9 -1.5
H -3.182 -1.994 8.028 -0.4 2.0 4.3
O 0.249 -1.674 -0.944 0.0 5.4 2.3
C 0.004 -0.509 -0.327 -2.8 -6.5 -0.8
C -1.257 -0.464 0.462 2.3 8.4 0.8
C -1.672 0.872 1.025 -0.9 -4.3 -0.2
O -2.877 1.079 1.686 9.3 10.9 0.8
C -0.815 2.137 1.019 1.2 -6.0 -3.1
O -1.166 3.090 1.556 -1.4 4.6 2.6
C 0.391 1.969 0.231 0.8 -7.2 -2.3
C 0.813 0.646 -0.429 0.7 7.8 0.7
O 1.893 0.635 -1.304 -1.7 -1.6 2.5
H -1.694 -1.362 0.510 -2.4 -2.8 0.5
H -3.255 0.381 1.526 -7.6 -12.1 -2.2
H 0.900 2.826 0.073 2.1 2.4 -0.6
H 2.043 -0.348 -1.328 0.3 0.7 -1.0
O -4.474 -4.588 -2.286 -0.3 0.2 1.5
C -3.939 -4.461 -1.173 2.0 0.1 -1.8
C -2.596 -3.994 -1.014 1.7 -0.7 7.2
C -1.831 -4.107 0.357 -3.3 -0.3 -5.9
O -0.537 -4.014 0.389 0.5 0.4 0.3
C -2.581 -4.568 1.599 2.0 -0.3 2.6
O -2.033 -4.584 2.731 -0.6 0.5 -2.5
C -3.898 -5.069 1.474 -1.4 1.6 -9.3
C -4.535 -4.996 0.048 -2.1 -1.6 6.5
O -5.866 -5.421 -0.071 4.9 0.0 6.9
H -1.996 -3.649 -1.764 1.1 0.8 -2.2
H -0.107 -3.621 -0.422 -0.8 0.0 0.7
H -4.359 -5.360 2.323 -1.8 -1.1 2.3
H -6.205 -5.360 -0.877 -1.7 0.7 -6.2
C 3.993 3.389 0.713 -0.7 1.6 -0.8
C 4.955 3.515 -0.451 2.5 0.8 -2.0
C 4.685 2.727 -1.813 -3.8 -2.5 4.5
O 5.946 4.260 -0.517 -2.2 -1.3 0.9
H 3.069 3.915 0.322 0.4 -1.2 0.2
H 4.152 4.004 1.624 0.8 -0.7 -0.6
H 3.876 2.326 0.882 -0.6 -0.1 0.3
H 5.373 2.976 -2.478 2.7 1.4 -3.0
H 3.637 2.763 -2.101 -0.2 1.3 -0.5
H 4.577 1.602 -1.809 1.0 0.7 1.0
C 1.061 2.705 -3.289 2.6 1.6 -3.1
C -0.166 2.744 -4.163 -2.3 -2.3 0.8
C -0.048 3.006 -5.650 -1.5 -10.7 0.4
O -1.241 2.478 -3.655 0.2 0.4 -0.1
H 1.638 3.750 -3.650 -0.6 -3.1 1.0
H 1.641 1.687 -3.429 -0.8 2.3 -0.1
H 0.839 2.824 -2.269 -0.6 0.1 1.1
H -0.014 3.905 -5.640 2.1 11.3 -1.1
H -0.816 2.749 -6.386 -1.2 -0.1 1.2
H 0.650 2.298 -6.019 2.1 0.5 -0.4
```
Positions in Å, forces in eV/Å.

Its spin multiplicity is 1. For the HOMO-LUMO gap, the calculation gives 6.0 eV. The calculation puts the total energy at -4109.3106 Eh. Its charge is 0. The calculation puts the HOMO energy at -0.3246 Eh. For the relative energy (zero: lowest compared OMol25 entry of this formula, charge and spin), the calculation gives 189.7 kJ/mol. Its SMILES is O=C1C=C(O)C(=O)C=C1O.O=C1C=C(O)C(=O)C=C1O.O=C1C=C(O)C(=O)C=C1O.O=C1C=C(O)C(=O)C=C1O.O=C1C=C(O)C(=O)C=C1O.O=C1C=C(O)C(=O)C=C1O.O=C1C=C(O)C(=O)C=C1O.CC(C)=O.CC(C)=O.

Atomic partial charges in e from the Löwdin method, atoms 1 to 4:
1 O 0.12
2 C -0.40
3 C 0.11
4 C -0.13